## i
Below is a molecular structure, C48H41BClCsF5N10O3S2, with properties calculated with wB97M-V/def2-TZVPD.

LUMO level (spin up / spin down)	3.334 / 1.154	eV
Kohn-Sham gap (spin up / spin down)	4.9 / 2.7	eV

```
! RIJCOSX wB97M-V def2-TZVPD def2/J DEFGRID3
* xyz -2 2
Cs -0.603 0.482 -0.341
C -2.321 4.395 0.281
C -2.375 3.263 1.255
C -3.441 2.372 1.520
C -2.937 1.500 2.453
N -1.660 1.854 2.711
N -1.313 2.949 1.985
B -0.712 1.196 3.710
N 0.727 1.714 3.502
C 1.521 2.359 4.379
C 2.702 2.658 3.734
C 2.528 2.153 2.430
C 3.472 2.233 1.273
N 1.336 1.584 2.308
N -0.764 -0.342 3.527
C -0.180 -1.291 4.290
C -0.296 -2.496 3.634
C -0.974 -2.184 2.435
C -1.379 -3.090 1.315
N -1.243 -0.890 2.385
N -1.150 1.598 5.150
C -1.906 2.663 5.475
C -1.941 2.754 6.850
C -1.146 1.680 7.291
C -0.804 1.284 8.693
N -0.673 0.994 6.260
H -3.171 5.069 0.411
H -1.400 4.958 0.430
H -2.327 4.026 -0.749
H -4.418 2.354 1.066
H -3.378 0.638 2.926
H 1.191 2.561 5.384
H 3.551 3.190 4.131
H 4.025 3.174 1.296
H 4.198 1.415 1.278
H 2.920 2.181 0.336
H 0.250 -1.033 5.242
H 0.054 -3.460 3.970
H -1.925 -3.957 1.691
H -2.019 -2.572 0.600
H -0.506 -3.462 0.773
H -2.359 3.270 4.708
H -2.465 3.482 7.447
H -1.498 1.737 9.402
H -0.850 0.200 8.808
H 0.205 1.604 8.960
C 3.236 1.134 -2.296
C 2.828 2.534 -2.671
C 3.784 3.554 -2.880
C 3.347 4.795 -3.239
C 1.967 5.039 -3.421
C 1.476 6.304 -3.809
C 0.122 6.459 -3.980
C -0.764 5.394 -3.789
C -0.349 4.113 -3.409
S -1.464 2.820 -3.225
C 1.077 3.949 -3.202
N 1.543 2.737 -2.810
H 4.250 1.087 -1.894
H 3.174 0.484 -3.174
H 2.540 0.758 -1.548
H 4.839 3.344 -2.743
H 4.046 5.611 -3.396
H 2.171 7.122 -3.962
H -0.279 7.424 -4.276
H -1.824 5.547 -3.944
C -6.663 -4.096 -4.960
C -5.270 -4.638 -4.827
C -5.002 -5.992 -4.937
C -3.708 -6.465 -4.779
Cl -3.400 -8.184 -4.924
C -2.670 -5.600 -4.500
C -2.923 -4.240 -4.389
C -4.216 -3.749 -4.561
O -4.554 -2.449 -4.523
C -3.550 -1.516 -4.113
C -3.084 -1.684 -2.640
O -3.796 -2.377 -1.898
O -2.018 -1.076 -2.399
H -7.381 -4.903 -5.109
H -6.734 -3.400 -5.798
H -6.934 -3.535 -4.065
H -5.808 -6.687 -5.137
H -1.668 -5.981 -4.353
H -2.111 -3.573 -4.136
H -3.999 -0.531 -4.224
H -2.686 -1.573 -4.779
F 4.144 -0.926 -6.129
C 3.561 -1.497 -5.081
C 4.333 -1.865 -3.987
F 5.650 -1.628 -4.004
C 3.735 -2.449 -2.899
F 4.504 -2.781 -1.869
C 2.348 -2.707 -2.856
S 1.630 -3.473 -1.526
C 1.598 -2.320 -3.989
F 0.306 -2.563 -4.039
C 2.193 -1.722 -5.084
F 1.477 -1.385 -6.155
N 2.236 -0.802 0.358
C 2.593 -1.273 1.342
C 3.009 -1.836 2.597
C 2.865 -1.089 3.765
C 3.236 -1.655 4.974
C 3.729 -2.951 5.019
C 3.858 -3.693 3.851
C 3.499 -3.139 2.635
H 2.461 -0.087 3.718
H 3.122 -1.082 5.886
H 4.008 -3.391 5.969
H 4.235 -4.707 3.891
H 3.575 -3.705 1.715
*
```

=====

## ii
Below is a molecular structure, C48H41BClCsF5N10O3S2, with properties calculated with wB97M-V/def2-TZVPD.

LUMO level (spin up / spin down)	3.303 / 1.006	eV
Kohn-Sham gap (spin up / spin down)	4.8 / 2.5	eV

```
! RIJCOSX wB97M-V def2-TZVPD def2/J DEFGRID3
* xyz -2 2
Cs 0.493 -0.462 0.465
C 1.587 -1.802 4.382
C 2.148 -0.587 3.716
C 3.399 -0.430 3.072
C 3.370 0.850 2.580
N 2.181 1.403 2.912
N 1.431 0.519 3.623
B 1.708 2.818 2.554
N 0.211 2.992 2.866
C -0.377 3.912 3.654
C -1.735 3.681 3.638
C -1.887 2.561 2.795
C -3.134 1.834 2.406
N -0.713 2.160 2.336
N 1.978 3.113 1.047
C 1.815 4.264 0.362
C 1.924 3.985 -0.982
C 2.153 2.593 -1.037
C 2.327 1.697 -2.227
N 2.194 2.095 0.188
N 2.498 3.822 3.438
C 3.079 3.541 4.618
C 3.541 4.724 5.160
C 3.178 5.698 4.215
C 3.412 7.175 4.264
N 2.546 5.149 3.187
H 2.271 -2.187 5.142
H 0.639 -1.551 4.856
H 1.393 -2.603 3.663
H 4.183 -1.159 2.956
H 4.084 1.401 1.991
H 0.207 4.659 4.167
H -2.500 4.220 4.173
H -3.858 1.835 3.223
H -3.608 2.289 1.532
H -2.902 0.800 2.154
H 1.650 5.190 0.886
H 1.848 4.685 -1.799
H 3.105 2.105 -2.876
H 2.617 0.686 -1.938
H 1.406 1.630 -2.812
H 3.122 2.526 4.980
H 4.071 4.861 6.087
H 4.156 7.423 5.022
H 3.766 7.541 3.300
H 2.494 7.716 4.507
C -3.749 -1.053 0.021
C -3.850 -2.042 1.151
C -5.046 -2.203 1.885
C -5.082 -3.166 2.850
C -3.952 -3.974 3.102
C -3.968 -4.997 4.083
C -2.832 -5.739 4.258
C -1.674 -5.507 3.506
C -1.574 -4.515 2.531
S -0.140 -4.247 1.629
C -2.788 -3.728 2.333
N -2.780 -2.761 1.380
H -4.532 -0.295 0.038
H -3.809 -1.605 -0.940
H -2.772 -0.565 0.046
H -5.904 -1.574 1.679
H -5.982 -3.327 3.437
H -4.864 -5.172 4.668
H -2.822 -6.530 5.003
H -0.794 -6.115 3.678
C 4.808 -6.062 -4.953
C 3.678 -5.171 -5.375
C 3.467 -4.841 -6.703
C 2.428 -3.997 -7.055
Cl 2.186 -3.595 -8.751
C 1.593 -3.461 -6.099
C 1.787 -3.781 -4.762
C 2.818 -4.643 -4.395
O 3.068 -5.036 -3.137
C 2.261 -4.474 -2.094
C 2.374 -2.942 -1.960
O 3.422 -2.405 -2.347
O 1.357 -2.414 -1.446
H 5.450 -6.300 -5.802
H 4.435 -6.993 -4.522
H 5.403 -5.578 -4.177
H 4.123 -5.237 -7.469
H 0.798 -2.783 -6.382
H 1.152 -3.336 -4.010
H 2.636 -4.935 -1.181
H 1.218 -4.769 -2.225
F -5.418 -3.866 -3.127
C -4.513 -2.903 -3.277
C -4.938 -1.589 -3.429
F -6.248 -1.316 -3.414
C -4.005 -0.591 -3.586
F -4.440 0.653 -3.727
C -2.624 -0.863 -3.616
S -1.463 0.350 -3.873
C -2.238 -2.212 -3.460
F -0.961 -2.539 -3.494
C -3.166 -3.221 -3.293
F -2.786 -4.492 -3.163
N -1.694 1.589 -0.620
C -1.618 2.660 -1.024
C -1.426 4.017 -1.453
C -1.297 5.002 -0.478
C -1.083 6.313 -0.868
C -0.994 6.632 -2.216
C -1.126 5.643 -3.182
C -1.348 4.327 -2.805
H -1.342 4.725 0.569
H -0.968 7.082 -0.115
H -0.815 7.657 -2.516
H -1.054 5.893 -4.233
H -1.456 3.543 -3.541
*
```

=====

Preferred: i; penalty for the next structure: 0.0101 hartree.